Entry from the OMol25 dataset: a structure of composition C16H30CoNO5SbSi3 (ωB97M-V with the def2-TZVPD basis set).

Computed properties:
Max |F| (eV Å⁻¹): 0.43
HOMO level (spin up / spin down) (eV): -12.46 / -12.46
Charge: +1
E_tot (eV): -96601.8685
LUMO level (spin up / spin down) (eV): -4.47 / -4.51
Frontier orbital gap (spin up / spin down) (eV): 7.98 / 7.95
Energy above the lowest of the compared OMol25 structures with the same formula, charge and spin (kcal per mole): 0.00

CARTESIAN COORDINATES (ANGSTROEM)
Co (-0.53, 1.26, -1.54)
O (1.04, 5.41, 2.20)
C (0.74, 4.43, 1.34)
C (1.66, 3.92, 0.42)
C (1.24, 2.91, -0.42)
N (0.00, 2.46, -0.33)
C (-0.92, 2.95, 0.50)
C (-0.58, 3.95, 1.37)
C (-2.26, 2.27, 0.28)
O (-3.22, 2.51, 0.97)
O (-2.22, 1.43, -0.74)
C (1.99, 2.22, -1.54)
O (3.16, 2.45, -1.76)
O (1.22, 1.38, -2.20)
H (1.96, 5.70, 2.09)
H (2.68, 4.30, 0.34)
H (-1.31, 4.37, 2.06)
C (2.51, -2.83, 0.93)
Si (2.46, -1.20, 0.03)
C (3.18, 0.16, 1.08)
C (3.16, -1.27, -1.68)
Sb (-0.11, -0.73, -0.17)
Si (-1.22, -1.63, -2.28)
C (-1.15, -0.15, -3.46)
C (-2.97, -2.07, -1.85)
C (-0.19, -3.05, -2.90)
Si (-1.61, -0.92, 1.96)
C (-3.41, -0.78, 1.53)
C (-1.16, -2.62, 2.59)
C (-1.02, 0.44, 3.09)
H (3.55, -3.15, 1.04)
H (1.98, -3.62, 0.39)
H (2.08, -2.75, 1.93)
H (4.23, -0.09, 1.30)
H (2.66, 0.26, 2.03)
H (3.19, 1.13, 0.57)
H (4.25, -1.26, -1.61)
H (2.86, -0.41, -2.27)
H (2.88, -2.19, -2.20)
H (-1.67, 0.78, -3.18)
H (-1.75, -0.52, -4.30)
H (-0.15, 0.07, -3.83)
H (-3.50, -1.21, -1.44)
H (-2.99, -2.88, -1.11)
H (-3.50, -2.41, -2.74)
H (0.79, -2.69, -3.23)
H (-0.66, -3.54, -3.76)
H (-0.04, -3.80, -2.12)
H (-3.78, -1.67, 1.03)
H (-3.62, 0.10, 0.91)
H (-3.96, -0.66, 2.47)
H (-1.41, -3.40, 1.86)
H (-1.72, -2.82, 3.50)
H (-0.10, -2.70, 2.83)
H (-1.27, 1.42, 2.69)
H (0.05, 0.38, 3.27)
H (-1.53, 0.36, 4.06)